# 1
The following is a quantum chemistry calculation of C28H26F6IN4O9S3TeW as an isolated structure, from OMol25.

Last column: Löwdin charge in e.
Element x y z (Å)
H: 1.8774 1.7564 3.0982  0.09
C: -5.2487 -4.9102 0.8857  -0.01
H: 5.4875 1.0529 3.3859  0.10
C: -5.1565 -3.3592 -0.9192  -0.01
O: -2.1600 0.3111 1.4372  -0.47
O: 0.1093 1.7820 0.5279  -0.44
F: -3.9644 3.1277 1.1508  0.15
C: 0.0766 1.2695 4.2033  -0.11
N: 3.6636 0.4472 2.5634  0.03
H: 1.9758 -6.4976 -1.5844  0.11
C: -1.0996 3.0870 5.2476  -0.02
O: 1.5397 -0.0136 -2.1158  -0.25
S: -0.1455 3.1248 -0.0391  0.65
C: -5.8295 -4.3760 -0.2545  -0.25
O: -0.3600 -1.0485 4.5528  0.07
C: 4.9842 0.4384 2.6573  -0.21
C: -3.2678 -1.7738 -1.2538  -0.06
O: 0.3952 -2.1928 -2.0954  -0.25
C: -4.0290 -4.4526 1.3742  -0.31
O: 1.0779 -1.1363 0.0141  -0.52
I: 7.5434 -0.8480 1.4115  0.83
C: 1.7996 -5.2306 0.1316  -0.04
C: 1.3272 -5.8395 -1.0212  -0.06
Te: -1.5316 -2.8293 1.5218  1.64
C: 0.0331 -5.5998 -1.4548  -0.07
F: -4.0103 3.5752 3.2733  0.15
H: -3.2421 -0.8419 -0.6839  0.06
H: 2.4234 -0.5741 1.3124  0.07
H: -4.1302 -5.8929 2.9556  0.08
C: 1.5285 -3.7184 2.1243  -0.07
C: 1.0220 2.1559 3.6277  -0.04
F: -2.2380 2.1917 -1.2939  0.15
C: -1.1451 2.8890 -1.5804  -0.69
W: -0.6245 -0.2189 0.9173  1.48
H: 2.5576 -4.0165 2.3183  0.09
H: -0.1649 5.0000 4.9159  0.15
C: -0.9098 1.7562 5.0961  -0.01
C: -3.4339 3.8661 2.1117  -0.75
H: -1.5226 1.0339 5.6212  0.13
C: 5.5496 -0.4394 1.7142  -0.79
O: -1.3006 4.5464 3.2979  -0.31
O: -0.6991 -0.2332 -1.1210  -0.51
F: -1.4965 4.0890 -2.0245  0.16
H: -2.2412 -2.0277 -1.5152  0.05
O: 1.0095 3.8660 -0.3908  -0.21
H: 1.5052 -2.6325 2.0404  0.03
N: 0.2961 -0.3502 2.4793  -0.12
F: -3.6000 5.1461 1.8397  0.17
H: -2.4905 -5.5784 2.3999  0.07
C: -3.9352 -2.8658 -0.4758  -0.29
H: -0.3389 -6.0618 -2.3593  0.11
N: 3.3847 -0.4097 1.5729  -0.01
H: 2.8125 -5.4217 0.4654  0.11
H: -1.8710 3.4769 5.8987  0.12
C: -3.4575 -5.1128 2.6039  -0.09
C: -0.0034 -0.1701 3.8030  -0.55
S: -1.6429 3.4180 2.2404  1.12
H: -7.0164 -5.3582 -1.7498  0.09
H: -1.7890 -4.5397 -1.0800  0.10
S: 0.6697 -0.9386 -1.4706  0.37
H: -3.3145 -4.3988 3.4163  0.07
C: -0.3415 4.0500 4.4182  -0.26
H: -7.8574 -4.0714 -0.8963  0.08
H: -5.7528 -5.7113 1.4143  0.12
C: 4.4790 -0.9684 1.0310  -0.15
C: 0.9997 -4.3712 0.8781  -0.32
H: 1.5778 4.1845 3.3327  0.13
H: 4.4217 -1.6637 0.2109  0.12
F: -0.4221 2.2741 -2.4878  0.18
C: -7.1440 -4.8873 -0.7737  -0.04
H: -7.5782 -5.6223 -0.0977  0.08
H: -5.5905 -2.9333 -1.8171  0.12
C: -3.3819 -3.4207 0.6830  -0.38
C: -0.2965 -4.1442 0.4163  -0.42
C: 0.8669 3.4928 3.7658  -0.02
C: -0.7830 -4.7445 -0.7329  -0.12
N: -1.1790 3.9452 0.8302  -0.36
H: 0.9322 -3.9893 3.0012  0.08
H: -3.8096 -1.5806 -2.1784  0.09

Summary:
Gap between HOMO and LUMO (spin up / spin down) in eV: 7.78 / 6.12
Spin multiplicity: 2
<S²>: 0.78



# 2
The following is a quantum chemistry calculation of C28H26N2O4PSSc as an isolated structure, from OMol25.

Last column: natural (NBO) charge in e.
Element x y z (Å)
Sc: 2.9702 -0.3533 -1.2234  1.66
H: 0.7173 1.8862 -1.4921  0.27
H: -3.2352 -0.1146 -2.7245  0.21
C: -2.3216 -4.2484 -1.6159  -0.24
C: -0.8624 2.0619 5.8979  -0.62
C: -1.2808 -0.1816 -6.0499  -0.23
N: 3.9534 0.1815 1.5722  -0.96
H: -1.0906 3.0815 5.5840  0.21
H: -3.1709 0.2135 -6.9955  0.19
H: 2.5038 -0.9603 4.7041  0.23
C: -2.5132 1.5633 0.5844  -0.18
C: 4.7229 -1.0461 -1.8905  -1.50
C: 0.0333 1.3754 4.8997  -0.05
H: 4.8713 2.0126 1.4366  0.21
C: -1.8560 -3.0644 -2.1752  -0.22
C: -3.3487 0.0676 -4.8583  -0.23
H: -1.8111 1.5280 6.0002  0.21
O: 3.1373 -1.9843 2.4498  -0.98
C: -0.7347 -2.5337 -0.1236  -0.22
H: -2.6602 -0.4160 -0.2248  0.21
C: 0.7252 1.0001 2.6141  -0.19
H: 0.4521 -0.5650 -4.7975  0.26
H: 0.0137 3.7385 -0.0418  0.24
C: 1.7757 -0.2214 4.3918  -0.18
H: -0.9235 -3.9665 1.4524  0.21
C: -2.0982 0.5123 -0.2215  -0.24
O: 1.8837 -0.8976 0.6597  -1.05
H: -0.0790 -1.8841 0.4454  0.27
C: 1.6512 0.0587 3.0403  -0.32
C: 3.8519 1.6262 1.5319  -0.34
H: 5.2648 -0.6834 -2.7795  0.17
N: 1.2038 -0.6937 -2.4289  -1.49
C: -1.7748 2.7405 0.6330  -0.25
H: -0.7904 2.3891 3.1969  0.20
C: -1.0664 -2.1891 -1.4364  -0.29
C: 0.9710 0.4302 5.3122  -0.24
C: -0.6136 2.8591 -0.1195  -0.21
O: 2.6541 3.4554 0.6251  -0.74
C: -1.2000 -3.7127 0.4361  -0.21
O: 2.9586 1.7119 -0.7293  -0.82
C: -1.3125 -0.3802 -3.6422  -0.29
P: -0.2886 -0.6670 -2.1390  1.71
H: 1.0696 0.2059 6.3697  0.19
H: 5.3617 -1.7629 -1.3514  0.18
H: -3.4026 1.4546 1.1960  0.19
H: 0.6307 1.2200 1.5566  0.25
H: 3.4511 2.0499 2.4606  0.19
H: -0.3987 2.1042 6.8847  0.20
C: -0.9504 0.6314 -1.0037  -0.38
H: -2.9319 -4.9223 -2.2071  0.19
H: -2.3562 -5.5014 0.1285  0.19
H: -2.0923 3.5527 1.2778  0.20
C: -1.9997 -4.5753 -0.3070  -0.23
C: -2.6506 0.0468 -6.0595  -0.23
S: 2.7502 -0.7205 1.8584  2.31
C: -0.0739 1.6515 3.5413  -0.16
C: 3.0790 2.3161 0.3881  0.78
H: -0.7294 -0.1907 -6.9830  0.20
C: -0.2114 1.8121 -0.9396  -0.19
H: -2.1067 -2.8226 -3.2015  0.21
H: -4.4172 0.2539 -4.8610  0.19
C: -0.6190 -0.3920 -4.8481  -0.20
C: -2.6849 -0.1416 -3.6583  -0.23

Summary:
Gap between HOMO and LUMO in eV: 3.28
Net charge: -2



# 3
The following is a quantum chemistry calculation of a 2-piece molecular cluster, C28H26N3O overall, from OMol25.

Last column: natural (NBO) charge in e.
Element x y z (Å)
H: 4.7613 -1.0607 2.7178  0.23
C: 1.1253 -1.5713 -6.1494  0.69
N: 1.7936 -0.5836 -5.4308  -0.61
C: 1.3504 -0.0172 -4.2161  0.20
H: 1.9401 4.6597 2.1288  0.24
H: 2.6467 -0.1986 -5.8284  0.41
C: 0.6037 0.1591 1.6673  0.45
C: 1.1509 2.7045 1.8415  -0.09
C: 1.2453 -2.3602 1.6984  -0.12
H: -5.8082 -0.1949 4.0339  0.18
H: -4.5508 1.0428 4.0982  0.21
C: 2.7671 -0.5314 2.1602  -0.03
N: -5.0341 0.3998 2.1601  -0.50
H: -1.0221 -1.6915 2.7341  0.22
H: 2.1048 2.2879 -1.8806  0.19
C: 3.4462 3.1684 2.4400  -0.12
C: 3.7485 1.8262 2.4622  -0.21
H: 4.7306 1.4786 2.7292  0.23
C: 1.5514 1.5175 -2.3977  0.04
C: 2.1542 3.6018 2.1319  -0.22
C: -6.0716 -0.3006 1.3977  -0.40
C: 3.7930 -1.4312 2.4327  -0.18
C: 0.1542 -0.3910 -3.6279  -0.29
C: -1.5634 -0.8986 2.2482  -0.14
C: 2.7466 0.9082 2.1631  0.09
H: 2.1108 -4.3001 1.8471  0.24
C: -2.9213 -0.8443 2.3700  -0.20
H: 3.0147 1.2948 -3.9350  0.22
C: -0.8431 0.1261 1.5951  -0.18
H: 1.3198 -3.0390 -7.6728  0.26
H: 0.2939 -2.7197 1.3501  0.23
C: 2.0643 0.9696 -3.5503  -0.28
C: 1.7343 -2.0632 -7.4187  -0.71
C: -2.9512 1.2144 1.1082  -0.22
H: 0.1549 3.0560 1.6409  0.23
H: 4.3203 -3.4857 2.5634  0.23
N: 0.3990 1.1743 -1.8473  -0.47
C: 1.4715 -0.9812 1.8294  -0.11
H: -6.1784 1.4749 3.5649  0.21
H: -3.4505 -1.6062 2.9147  0.23
O: 0.0651 -2.0380 -5.7888  -0.59
C: -1.5897 1.1642 0.9947  -0.13
H: -1.2141 -0.0656 -2.0383  0.19
H: 2.8133 -2.1698 -7.3255  0.22
C: 2.2723 -3.2388 1.9551  -0.23
C: 3.5347 -2.7805 2.3403  -0.12
C: 1.4353 1.3285 1.8409  -0.21
H: 1.5244 -1.3809 -8.2409  0.25
H: -0.4325 -1.1585 -4.0993  0.27
C: -5.4202 0.6954 3.5437  -0.40
H: -1.0725 1.9075 0.4134  0.25
H: -5.6477 -0.6841 0.4718  0.21
H: -3.5055 2.0293 0.6764  0.24
C: -3.6552 0.2358 1.8413  0.28
H: 4.2088 3.8912 2.6856  0.23
H: -6.8841 0.3830 1.1587  0.21
H: -6.4653 -1.1366 1.9738  0.18
C: -0.2698 0.2233 -2.4769  0.04

Summary:
Gap between HOMO and LUMO in eV: 5.29
Net charge: +1



# 4
The following is a quantum chemistry calculation of C28H26S3SbY as an isolated structure, from OMol25.

Last column: natural (NBO) charge in e.
Element x y z (Å)
S: 2.8825 -0.9020 2.9026  -0.01
C: -3.6299 1.5042 2.1398  -0.29
H: -1.0385 5.4672 -2.1783  0.20
C: -4.9094 2.4257 3.9462  -0.21
H: -6.4884 0.3676 3.6431  0.22
H: -3.2500 -0.8098 3.5432  0.22
C: -2.2796 -3.9893 1.6074  -0.22
H: -5.4667 -0.5461 2.5402  0.22
C: -2.3011 -4.0020 2.9944  -0.19
H: -2.5245 -3.8761 -0.9900  0.24
C: -2.6086 -2.8415 0.8951  0.05
C: 1.7523 -0.5687 1.7859  -0.51
H: 0.8163 6.4775 -0.8954  0.21
C: -7.2714 0.6717 -2.1464  -0.19
C: -6.2940 1.6505 -2.0272  -0.22
C: -2.8133 3.4351 3.3448  -0.20
H: -4.0730 4.1307 4.9362  0.22
C: -2.6549 -2.8588 3.6912  -0.20
H: -6.8953 -2.5579 0.1596  0.22
C: -2.9870 -1.6945 1.6040  -0.40
H: -8.1520 0.8463 -2.7520  0.22
C: -0.3753 4.8357 -1.5961  -0.24
H: -2.0277 -4.9029 3.5295  0.22
C: -2.5203 -2.8569 -0.6073  -0.65
H: -1.7758 2.5230 1.7234  0.23
H: 1.9824 2.6126 0.4856  0.21
C: -3.9417 3.3999 4.1469  -0.19
Sb: -3.2228 0.1452 0.5731  1.05
C: 1.3132 3.2192 -0.1146  -0.20
C: -0.5644 3.4590 -1.5647  -0.17
H: -2.6545 -2.8550 4.7743  0.22
C: -2.9970 -1.7094 2.9941  -0.21
H: -7.8835 -1.2987 -1.5765  0.21
H: -1.3947 3.0501 -2.1397  0.18
H: -6.3962 2.6022 -2.5327  0.22
H: -4.4202 2.1716 -1.1602  0.21
H: -6.5104 0.7247 1.9137  0.23
C: 0.2691 2.6024 -0.8277  -0.66
H: -5.7863 2.4042 4.5861  0.21
Y: -0.1066 0.3714 -0.3186  1.71
H: -5.3448 -2.8606 -0.6167  0.22
C: -5.9007 -2.1404 -0.0063  -0.64
H: -1.9874 -4.8827 1.0661  0.21
H: -1.5752 -2.4159 -0.9602  0.20
C: -5.0232 0.1868 -0.5691  -0.36
C: -5.8660 0.4464 2.7510  -0.64
C: -5.1790 1.3974 -1.2463  -0.21
C: 1.5120 4.5933 -0.1325  -0.22
H: -5.3935 -2.0806 0.9539  0.23
H: -3.3387 -2.3155 -1.0914  0.22
H: 2.3258 5.0336 0.4329  0.21
C: 0.6667 5.4038 -0.8781  -0.22
C: -6.0021 -0.8010 -0.6878  -0.02
C: -2.6640 2.4885 2.3422  -0.23
S: 2.0077 -1.0189 0.0767  -0.36
S: 0.2830 0.3422 2.2173  -0.34
H: -2.0510 4.1898 3.4932  0.22
C: -4.7770 1.4660 2.9464  -0.04
C: -7.1173 -0.5356 -1.4842  -0.20

Summary:
Gap between HOMO and LUMO in eV: 6.75